[1]
{"formula": "C5H13N3P", "method": "ωB97M-V with the def2-TZVPD basis set", "multiplicity": 1, "relative_energy_kcal_mol": 20.3, "fmax_ha_per_bohr": 0.0934, "smiles": "CN1C[N@H+]2CPCN1C2", "charge": 1, "species": ["C", "N", "C", "N", "C", "P", "C", "N", "C", "H", "H", "H", "H", "H", "H", "H", "H", "H", "H", "H", "H", "H"], "coordinates": [[-0.10105, 2.29879, -0.99712], [0.42201, 1.15589, -0.20780], [0.72819, 0.09184, -1.08626], [-0.24792, -1.02682, -0.80029], [0.27754, -2.04419, 0.09635], [1.00274, -1.42590, 1.76267], [0.04024, 0.19048, 1.91395], [-0.63180, 0.76480, 0.73048], [-1.40987, -0.24834, -0.00058], [0.14284, 3.16479, -0.24530], [0.52073, 2.37357, -1.91328], [-1.13565, 2.13220, -1.21034], [0.54441, 0.36010, -2.04905], [1.76770, -0.21737, -0.81600], [-0.59406, -1.30911, -1.77995], [-0.59553, -2.69922, 0.35979], [1.12693, -2.63507, -0.41356], [2.10846, -0.86681, 1.31992], [0.68875, 0.84770, 2.45586], [-0.72759, -0.05482, 2.61840], [-1.74428, -1.00259, 0.87007], [-2.18278, 0.15009, -0.60796]], "forces_ev_per_a": [[2.40, 1.44, 2.27], [-1.60, 1.60, 0.36], [1.38, -2.02, 3.07], [-1.83, 1.83, -1.54], [1.08, -2.29, 0.53], [-2.49, -0.72, 0.14], [-0.67, -1.37, 0.05], [1.43, -0.70, -1.12], [2.00, -2.00, 3.88], [-1.12, -1.04, -2.09], [-0.51, 0.35, 0.60], [-0.77, 0.43, -0.28], [0.19, 0.67, -2.94], [-0.83, -0.38, -0.97], [0.47, -0.35, 2.12], [1.11, 0.22, -0.40], [-1.56, 0.76, 0.67], [2.20, 0.93, -1.21], [0.28, 0.90, -0.24], [-0.75, 0.03, 0.43], [0.01, 1.59, -2.54], [-0.44, 0.13, -0.80]], "nbo_charge": [-0.421, -0.301, -0.069, -0.416, -0.529, 0.591, -0.502, -0.264, -0.063, 0.247, 0.210, 0.186, 0.205, 0.238, 0.456, 0.249, 0.268, -0.052, 0.260, 0.226, 0.243, 0.240]}

=====

[2]
{"formula": "C15H31BrP2Re", "method": "ωB97M-V with the def2-TZVPD basis set", "multiplicity": 4, "relative_energy_kcal_mol": 0.0, "fmax_ha_per_bohr": 0.1611, "charge": 2, "s2": 3.76, "species": ["P", "P", "C", "C", "H", "H", "H", "H", "C", "H", "H", "H", "C", "H", "H", "H", "C", "H", "H", "H", "C", "H", "H", "H", "Re", "C", "C", "C", "C", "C", "C", "C", "C", "C", "H", "H", "H", "H", "H", "H", "H", "H", "H", "H", "H", "H", "H", "H", "H", "Br"], "coordinates": [[0.04475, -2.29052, -2.58533], [0.58846, 2.71197, -1.53066], [1.30040, 0.44454, -3.37211], [1.58233, 1.86647, -2.89290], [1.93578, 0.25649, -4.26755], [1.67836, -0.26899, -2.61593], [2.60030, 1.90688, -2.48175], [1.54844, 2.55722, -3.73996], [-0.56735, 3.63300, -2.63953], [-0.81290, 4.61249, -2.21218], [-1.48225, 3.03890, -2.72773], [-0.15268, 3.77504, -3.64449], [1.69334, 4.10084, -1.01401], [1.67029, 4.95140, -1.71237], [2.71740, 3.72076, -0.89286], [1.33887, 4.43384, -0.02631], [-0.95490, -3.80568, -2.67540], [-0.58228, -4.48593, -1.89613], [-0.82274, -4.29067, -3.65694], [-2.02194, -3.59306, -2.51979], [1.71417, -2.89255, -2.28589], [2.32943, -2.11162, -1.82602], [2.15588, -3.22535, -3.23452], [1.61999, -3.73958, -1.59416], [-0.47411, -0.39253, -4.40206], [-0.21262, 1.20869, -5.65041], [-1.59583, 0.94876, -5.33872], [-2.45251, 0.33085, -6.41968], [-2.03191, -1.12130, -6.75329], [-1.04761, -1.74797, -5.77394], [0.39623, -1.49157, -5.78472], [0.99569, -0.69002, -6.93416], [0.49418, 0.77755, -6.94181], [-0.44422, -1.21413, -1.23728], [0.16286, 2.16835, -5.29013], [-2.06671, 1.65917, -4.65343], [-2.43643, 0.97862, -7.30939], [-3.47489, 0.34198, -6.04046], [-2.93934, -1.73815, -6.67592], [-1.64208, -1.15219, -7.78383], [-1.35267, -2.74827, -5.44578], [1.01818, -2.31412, -5.41328], [0.77013, -1.18328, -7.90162], [2.09604, -0.69106, -6.80956], [1.36994, 1.43219, -7.05088], [-0.13433, 0.96640, -7.81847], [-0.17374, -0.19521, -1.51022], [0.03046, -1.42635, -0.27442], [-1.53528, -1.26007, -1.17578], [-2.84349, -1.09526, -3.44766]], "forces_ev_per_a": [[-0.67, 0.65, -1.71], [1.15, 2.32, -3.28], [0.58, -1.07, -0.12], [0.42, -0.97, 0.46], [-0.05, 0.25, 0.29], [-0.26, 0.52, -0.33], [-0.09, -0.14, -0.11], [-0.22, 0.25, 0.35], [-1.16, -0.35, 0.95], [-0.07, -0.32, 0.00], [-0.13, 0.29, -0.14], [0.23, -0.17, 0.39], [0.08, -0.75, 1.23], [-0.28, -0.51, -0.01], [-0.29, 0.14, 0.02], [0.22, 0.15, -0.26], [-0.05, -0.17, 0.39], [-0.29, 0.04, -0.23], [0.03, 0.21, 0.36], [0.46, -0.12, -0.06], [0.15, -0.03, 0.07], [0.02, -0.29, -0.15], [0.02, 0.01, 0.35], [0.29, 0.18, -0.15], [0.54, 0.30, 8.26], [-0.07, 1.60, -0.72], [-0.67, 2.03, -2.29], [-0.71, 0.57, 0.39], [-0.45, -0.23, 0.10], [0.41, -3.00, -3.39], [-0.05, -2.00, -2.07], [0.41, 0.27, -0.12], [0.27, 0.29, -0.15], [-0.24, -0.22, 1.16], [0.02, -0.32, 0.22], [-0.13, -0.15, -0.17], [0.08, -0.29, 0.20], [0.00, -0.18, -0.20], [0.36, 0.14, -0.33], [0.04, -0.22, 0.37], [0.09, 0.51, 0.29], [-0.23, 0.18, -0.07], [0.14, 0.13, 0.57], [-0.56, -0.09, -0.08], [-0.31, -0.16, -0.09], [-0.05, -0.01, 0.18], [-0.05, 0.06, 0.05], [-0.20, -0.16, -0.06], [0.29, 0.02, 0.33], [0.97, 0.76, -0.70]], "nbo_charge": [1.097, 1.328, -0.683, -0.688, 0.271, 0.215, 0.263, 0.267, -0.962, 0.282, 0.261, 0.271, -0.951, 0.292, 0.274, 0.289, -0.950, 0.259, 0.260, 0.282, -0.956, 0.252, 0.262, 0.268, 1.014, -0.393, -0.362, -0.423, -0.458, -0.194, -0.403, -0.428, -0.430, -0.966, 0.220, 0.246, 0.245, 0.252, 0.265, 0.257, 0.261, 0.252, 0.252, 0.240, 0.243, 0.240, 0.211, 0.264, 0.287, -0.198]}

=====

[3]
{"formula": "C29H39FeN3O4PS2", "method": "ωB97M-V with the def2-TZVPD basis set", "multiplicity": 6, "fmax_ha_per_bohr": 0.0480, "charge": 0, "s2": 8.76, "total_energy_ha": -3995.165722, "species": ["Fe", "C", "N", "C", "C", "C", "C", "C", "C", "C", "N", "C", "C", "C", "C", "C", "C", "N", "C", "C", "H", "H", "H", "H", "H", "H", "H", "H", "H", "H", "H", "H", "H", "H", "H", "H", "H", "H", "H", "H", "C", "C", "C", "O", "P", "S", "S", "O", "C", "C", "C", "H", "H", "H", "H", "H", "H", "H", "H", "H", "H", "H", "H", "H", "H", "O", "C", "O", "C", "C", "C", "C", "C", "C", "H", "H", "H", "H", "H"], "coordinates": [[1.79007, -1.40283, -0.57090], [2.34845, 0.60063, 1.24473], [1.54426, -0.71690, 1.32975], [0.09551, -0.47613, 1.63092], [2.23305, -1.62443, 2.23732], [2.18990, -1.51628, 3.58290], [2.98594, -2.28706, 4.40760], [3.99537, -3.04806, 3.86774], [3.97319, -3.19391, 2.47373], [3.09351, -2.56862, 1.60265], [3.07906, -2.62237, 0.24878], [3.63578, -3.56123, -0.65099], [4.11181, -4.83121, -0.32439], [4.40302, -5.75305, -1.33848], [4.19719, -5.42557, -2.66758], [3.83583, -4.12580, -2.98767], [3.51169, -3.21716, -2.02505], [3.05452, -1.86720, -2.40350], [2.31505, -1.84504, -3.72076], [4.16298, -0.86769, -2.40869], [2.12588, 1.30293, 2.09233], [2.06911, 1.14731, 0.33818], [3.47237, 0.44559, 1.17549], [-0.07473, -0.10038, 2.64310], [-0.47573, -1.40424, 1.37360], [-0.32886, 0.28027, 0.95848], [1.48940, -0.82061, 4.03618], [2.87318, -2.20571, 5.50432], [4.73952, -3.56254, 4.42368], [4.72500, -3.87503, 2.01521], [4.14586, -5.19770, 0.64702], [4.61186, -6.78676, -1.10162], [4.33260, -6.13834, -3.46464], [3.75799, -3.85292, -4.06525], [3.04199, -1.99837, -4.55207], [1.81045, -0.88851, -3.81884], [1.59803, -2.75787, -3.78341], [4.77810, -0.91921, -3.30256], [4.78537, -0.98131, -1.54703], [3.76278, 0.14957, -2.37329], [-4.98736, 4.82614, 0.34496], [-4.57215, 3.72775, -0.56896], [-5.58183, 3.41270, -1.69174], [-4.49931, 2.53973, 0.22643], [-3.27128, 1.86855, 1.03423], [-3.48807, -0.07860, 0.82454], [-1.58879, 2.82750, 0.69063], [-3.81488, 2.25367, 2.54964], [-2.83298, 2.50295, 3.59974], [-2.68744, 1.19148, 4.37946], [-3.34943, 3.69887, 4.37721], [-5.07284, 5.75056, -0.24855], [-4.17827, 5.02468, 1.16852], [-5.98155, 4.56753, 0.68018], [-3.54986, 3.90137, -0.98102], [-6.51767, 3.03766, -1.26608], [-5.21180, 2.70120, -2.43626], [-5.73621, 4.39081, -2.18012], [-1.85643, 2.82529, 3.14406], [-3.68035, 0.82929, 4.59579], [-2.03878, 1.31476, 5.28158], [-2.25810, 0.44645, 3.63245], [-4.40427, 3.53012, 4.55768], [-3.24596, 4.61149, 3.85553], [-2.84137, 3.79737, 5.34566], [-0.01893, -1.44157, -1.49501], [0.15224, -0.21224, -1.81555], [1.28398, 0.38241, -1.50342], [-0.90986, 0.49504, -2.46794], [-0.59827, 1.79791, -2.92177], [-1.55285, 2.49014, -3.65891], [-2.79894, 1.87814, -3.90556], [-3.06090, 0.58742, -3.54656], [-2.10204, -0.15437, -2.82192], [0.34664, 2.25883, -2.67374], [-1.49576, 3.50044, -4.03561], [-3.56951, 2.45419, -4.36697], [-4.02508, 0.17519, -3.86784], [-2.20010, -1.19712, -2.56177]], "forces_ev_per_a": [[0.01, -0.06, -1.29], [0.38, 0.56, 0.30], [0.63, 1.52, 0.58], [-0.54, -0.43, -0.87], [0.45, -0.41, -1.76], [-1.04, 0.43, 0.98], [0.56, 0.25, 1.74], [-1.21, 0.13, -1.70], [1.76, -1.63, -0.59], [0.16, 0.68, 2.23], [-0.63, 0.22, -2.15], [-0.52, 0.42, 0.43], [-0.03, 0.03, -1.94], [-0.80, 0.09, -0.26], [0.47, 0.17, 0.25], [-0.16, -0.24, -1.68], [0.48, 0.81, 0.24], [-0.35, -0.40, 0.24], [0.09, -1.91, 0.20], [-0.69, 0.41, -0.28], [0.14, -0.99, -0.46], [-0.23, -0.22, 0.26], [-1.41, -0.34, 0.35], [0.09, -0.35, -0.05], [0.47, 0.67, 0.73], [0.34, 0.07, 0.06], [0.07, -0.05, -0.06], [0.09, 0.05, -0.76], [0.32, -0.33, 0.53], [-0.51, 0.71, 0.50], [0.03, -0.21, 1.62], [0.27, 0.06, 0.25], [0.14, -0.16, 0.02], [0.02, -0.26, 1.05], [-0.46, 0.42, 0.47], [-0.08, -0.07, -0.06], [1.00, 1.86, 0.35], [0.07, -0.38, -0.21], [0.35, -0.35, 0.59], [-0.27, -0.17, -0.05], [1.27, 1.49, 0.38], [1.17, -1.50, -0.37], [0.47, 1.13, 0.28], [0.08, -0.75, -0.14], [-1.38, 0.25, 0.49], [0.52, -0.04, -0.14], [0.47, -0.05, -0.44], [1.36, 0.36, -0.15], [0.35, 0.32, -0.48], [1.12, -0.01, -1.08], [-0.22, -1.31, 1.09], [0.01, -0.06, 0.25], [-1.81, -0.62, -1.34], [-0.13, 0.13, 0.80], [-0.65, 0.05, 0.09], [0.13, 0.14, -0.06], [0.09, 0.06, 0.33], [-0.34, -0.46, -0.14], [-0.86, -0.62, 0.28], [-0.26, -0.14, 0.50], [-0.56, -0.26, -0.66], [-0.32, 0.72, 1.14], [-0.32, 0.09, 0.23], [0.19, 0.93, -0.79], [-0.04, -0.06, -0.16], [1.19, -0.04, 0.42], [0.65, 0.40, 0.81], [-1.28, -1.70, -0.24], [-0.10, 0.89, -1.38], [-1.02, 0.34, -0.32], [-0.92, -0.64, 0.27], [1.16, 0.57, 0.30], [-0.06, -1.42, 0.46], [0.07, 1.01, -0.43], [0.01, -0.12, 0.07], [0.71, 0.11, 0.24], [-0.34, 0.27, -0.46], [0.48, -0.14, 0.45], [-0.35, 0.05, 0.11]], "lowdin_charge": [1.157, -0.018, -0.261, -0.061, -0.209, -0.033, -0.083, -0.064, -0.020, -0.239, -0.013, -0.179, -0.007, -0.063, -0.077, -0.043, -0.201, -0.240, -0.049, -0.043, 0.116, 0.064, 0.118, 0.084, 0.104, 0.021, 0.124, 0.119, 0.099, 0.108, 0.078, 0.108, 0.105, 0.122, 0.088, 0.081, 0.137, 0.094, 0.083, 0.087, -0.064, -0.516, -0.036, -0.369, -0.201, 0.163, 0.230, -0.351, -0.526, -0.060, -0.054, 0.077, 0.115, 0.082, 0.100, 0.085, 0.056, 0.080, 0.055, 0.074, 0.084, 0.057, 0.081, 0.055, 0.080, -0.046, -0.542, -0.108, -0.162, -0.007, -0.048, -0.089, -0.059, 0.020, 0.116, 0.103, 0.097, 0.117, 0.118]}

=====

[4]
{"formula": "C2H7N2", "method": "ωB97M-V with the def2-TZVPD basis set", "multiplicity": 1, "relative_energy_kcal_mol": 47.2, "fmax_ha_per_bohr": 0.0718, "smiles": "C=[NH+]CN", "charge": 1, "species": ["C", "N", "C", "N", "H", "H", "H", "H", "H", "H", "H"], "coordinates": [[1.61115, -0.50100, 0.05643], [0.75456, 0.46144, 0.01026], [-0.66087, 0.60897, -0.06287], [-1.58750, -0.50040, -0.04371], [2.62404, -0.23907, 0.17240], [1.37343, -1.51439, -0.07269], [1.13983, 1.36372, 0.16599], [-0.75580, 1.26901, 0.80056], [-0.80552, 1.28594, -0.98212], [-1.44409, -1.15991, 0.70582], [-2.58351, -0.44174, -0.22124]], "forces_ev_per_a": [[-1.49, 1.50, -0.41], [2.12, -2.67, -0.06], [-3.31, 1.40, -0.84], [1.97, -0.72, -0.05], [1.09, 0.36, 0.23], [-0.78, -1.18, -0.10], [0.60, 1.01, 0.00], [-0.65, 0.36, 0.20], [-0.12, -1.09, 1.22], [0.08, 0.12, 0.18], [0.49, 0.90, -0.37]], "nbo_charge": [0.119, -0.366, -0.058, -0.855, 0.228, 0.233, 0.434, 0.201, 0.249, 0.384, 0.431]}

=====

[5]
{"formula": "C2H10N3SV", "method": "ωB97M-V with the def2-TZVPD basis set", "multiplicity": 4, "fmax_ha_per_bohr": 0.1058, "charge": -1, "s2": 3.77, "total_energy_ha": -1588.611868, "species": ["C", "V", "N", "N", "H", "H", "H", "H", "H", "H", "H", "H", "H", "H", "S", "C", "N"], "coordinates": [[2.06853, 0.11958, -0.17260], [0.22022, -0.80394, 0.52350], [-1.79261, -0.05055, 0.31214], [-0.16149, -1.10878, -1.60237], [-1.79548, 0.83652, -0.20393], [-0.66370, -1.89549, 1.20808], [2.62123, 0.62203, 0.63746], [1.74784, 0.82892, -0.94514], [2.69378, -0.69313, -0.58395], [-0.57599, -0.27193, -2.03378], [-0.80887, -1.87451, -1.79989], [0.65304, -1.30108, -2.18977], [-2.46709, -0.65822, -0.16972], [-2.21103, 0.17020, 1.22140], [-0.05003, 3.45369, 2.10917], [0.20122, 1.89758, 1.97708], [0.32042, 0.72911, 1.71234]], "forces_ev_per_a": [[0.68, -0.76, 0.19], [1.23, 1.72, -1.62], [-1.54, 0.65, -0.48], [-0.23, -0.58, -1.63], [0.03, -0.12, 0.25], [-1.32, -2.60, 1.32], [-0.09, 0.00, -0.47], [0.29, 0.09, -0.10], [0.20, 0.33, -0.35], [0.20, -0.29, 0.41], [0.05, 0.14, 0.12], [0.04, 0.07, 0.38], [0.35, 0.15, 0.33], [0.40, -0.20, -0.24], [-0.30, 2.38, 0.45], [0.40, -5.26, -1.35], [-0.40, 4.29, 2.79]], "nbo_charge": [-1.229, 0.812, -1.005, -1.020, 0.363, -0.473, 0.197, 0.174, 0.160, 0.363, 0.369, 0.383, 0.360, 0.401, -0.339, 0.095, -0.612]}

=====

Q: Which value of charge does entry 5 give?
A: -1

=====

Q: The highest charge belongs to which entry?
A: C15H31BrP2Re

=====

Q: Among the records above, which one has the highest charge?
A: C15H31BrP2Re

=====

Please write out number 1 again, unchanged.
{"formula": "C5H13N3P", "method": "ωB97M-V with the def2-TZVPD basis set", "multiplicity": 1, "relative_energy_kcal_mol": 20.3, "fmax_ha_per_bohr": 0.0934, "smiles": "CN1C[N@H+]2CPCN1C2", "charge": 1, "species": ["C", "N", "C", "N", "C", "P", "C", "N", "C", "H", "H", "H", "H", "H", "H", "H", "H", "H", "H", "H", "H", "H"], "coordinates": [[-0.10105, 2.29879, -0.99712], [0.42201, 1.15589, -0.20780], [0.72819, 0.09184, -1.08626], [-0.24792, -1.02682, -0.80029], [0.27754, -2.04419, 0.09635], [1.00274, -1.42590, 1.76267], [0.04024, 0.19048, 1.91395], [-0.63180, 0.76480, 0.73048], [-1.40987, -0.24834, -0.00058], [0.14284, 3.16479, -0.24530], [0.52073, 2.37357, -1.91328], [-1.13565, 2.13220, -1.21034], [0.54441, 0.36010, -2.04905], [1.76770, -0.21737, -0.81600], [-0.59406, -1.30911, -1.77995], [-0.59553, -2.69922, 0.35979], [1.12693, -2.63507, -0.41356], [2.10846, -0.86681, 1.31992], [0.68875, 0.84770, 2.45586], [-0.72759, -0.05482, 2.61840], [-1.74428, -1.00259, 0.87007], [-2.18278, 0.15009, -0.60796]], "forces_ev_per_a": [[2.40, 1.44, 2.27], [-1.60, 1.60, 0.36], [1.38, -2.02, 3.07], [-1.83, 1.83, -1.54], [1.08, -2.29, 0.53], [-2.49, -0.72, 0.14], [-0.67, -1.37, 0.05], [1.43, -0.70, -1.12], [2.00, -2.00, 3.88], [-1.12, -1.04, -2.09], [-0.51, 0.35, 0.60], [-0.77, 0.43, -0.28], [0.19, 0.67, -2.94], [-0.83, -0.38, -0.97], [0.47, -0.35, 2.12], [1.11, 0.22, -0.40], [-1.56, 0.76, 0.67], [2.20, 0.93, -1.21], [0.28, 0.90, -0.24], [-0.75, 0.03, 0.43], [0.01, 1.59, -2.54], [-0.44, 0.13, -0.80]], "nbo_charge": [-0.421, -0.301, -0.069, -0.416, -0.529, 0.591, -0.502, -0.264, -0.063, 0.247, 0.210, 0.186, 0.205, 0.238, 0.456, 0.249, 0.268, -0.052, 0.260, 0.226, 0.243, 0.240]}